# C23H21ClF6N4PSTi

C23H21ClF6N4PSTi as an isolated structure (the ωB97M-V functional and the def2-TZVPD basis, the Open Molecules 2025 dataset).

The value obtained for the energy is -3756.7387 hartree. The expectation value of S² is 0.757. Its energy above the lowest of the compared OMol25 structures with the same formula, charge and spin is 1.017 eV. The value obtained for the HOMO energy (spin up / spin down) is -0.2685 / -0.2749 Eh. Its charge is 0. As for the HOMO-LUMO gap (spin up / spin down): 6.873 / 7.064 eV. The multiplicity is 2. The value obtained for the LUMO energy (spin up / spin down) is -0.43 / -0.42 eV.

Cartesian coordinates (Å):
1 Ti -0.184293 -0.261452 -0.365765
2 N 2.231666 -0.708204 0.890862
3 N 3.367361 -0.106455 0.337475
4 C 3.247369 0.656808 -0.772798
5 N 4.383700 1.253787 -1.180430
6 S 1.805524 0.918186 -1.589975
7 H 1.806491 -0.128725 1.612946
8 H 2.465846 -1.621610 1.260517
9 H 4.160409 0.058322 0.943669
10 H 5.280803 0.933519 -0.855309
11 H 4.352671 1.768339 -2.043621
12 C -0.719616 3.287228 2.408876
13 C -1.543490 2.722713 3.379564
14 C -1.837595 1.374178 3.321605
15 C -1.296176 0.596020 2.293532
16 C -0.502384 1.143276 1.271660
17 C -0.230711 2.512919 1.370477
18 C -1.462342 -0.866384 2.267617
19 C -2.466425 -1.526689 3.026014
20 C -2.506328 -2.878811 3.051381
21 C -1.508014 -3.619049 2.372416
22 C -1.445309 -5.026418 2.458649
23 C -0.443247 -5.715226 1.837438
24 C 0.528802 -5.006209 1.108633
25 C 0.475771 -3.644142 0.995414
26 C -0.553835 -2.906771 1.616890
27 N -0.587983 -1.529219 1.519910
28 H -0.477147 4.341886 2.458982
29 H -1.943369 3.333815 4.178066
30 H -2.460385 0.937228 4.091026
31 H 0.365768 2.995755 0.601787
32 H -3.206607 -0.937265 3.545224
33 H -3.277614 -3.406712 3.598942
34 H -2.204714 -5.542197 3.033174
35 H -0.391987 -6.793526 1.901444
36 H 1.324998 -5.548142 0.615242
37 H 1.211832 -3.134896 0.395515
38 Cl -2.639790 0.928864 -4.247073
39 C -3.424866 0.767749 -2.693287
40 C -4.773681 0.442317 -2.717889
41 C -5.499946 0.400152 -1.541293
42 C -4.866609 0.720057 -0.348672
43 C -3.518459 1.029408 -0.343172
44 C -2.734024 1.029394 -1.506898
45 C -1.266203 1.292786 -1.412187
46 H -5.243629 0.238645 -3.669834
47 H -6.550371 0.143771 -1.562582
48 H -5.422959 0.731855 0.580043
49 H -3.041782 1.294867 0.591990
50 H -1.127580 2.268051 -0.943398
51 H -0.842634 1.369236 -2.417201
52 F -1.703033 -1.704814 -1.036663
53 P -0.907698 -2.478413 -2.323942
54 F -0.611467 -1.007976 -2.907355
55 F 0.478147 -2.184878 -1.352253
56 F -2.253970 -2.605364 -3.118332
57 F -1.111514 -3.852717 -1.560959
58 F -0.001174 -3.148967 -3.427593

Atoms 1-2, force components in eV/Å:
Ti 0.713 0.102 -0.126
N -0.349 0.310 -0.153

# C23H21ClN

A 2-piece molecular cluster, C23H21ClN overall at a distorted geometry (the ωB97M-V functional and the def2-TZVPD basis, the Open Molecules 2025 dataset).

The value obtained for the energy is -1403.7299 hartree. Its energy above the lowest of the compared OMol25 structures with the same formula, charge and spin is 1.448 eV. The value obtained for the HOMO energy is -0.3965 Eh. Its charge is +1. As for the HOMO-LUMO gap: 5.494 eV. The value obtained for the LUMO energy is -5.30 eV.

Cartesian coordinates (Å):
1 C -5.245976 -1.691754 1.898382
2 C -3.836752 -1.209709 1.766829
3 C -3.608168 0.143015 1.484181
4 C -2.325537 0.613684 1.290051
5 C -1.192063 -0.248222 1.414687
6 C 0.100767 0.341370 1.251011
7 C 1.343921 -0.360225 1.252154
8 C 2.524222 0.384108 1.522215
9 C 3.722604 -0.251816 1.803036
10 C 3.785146 -1.654848 1.804758
11 C 2.681647 -2.396491 1.351894
12 C 1.497713 -1.753108 0.992862
13 C -1.445430 -1.603529 1.787944
14 C -2.745048 -2.069508 1.935152
15 H -5.276209 -2.784394 1.938284
16 H -5.698025 -1.304668 2.821356
17 H -5.864928 -1.333219 1.063844
18 H -4.460391 0.821498 1.419589
19 H -2.162465 1.666341 1.051274
20 H 0.165936 1.398296 1.539305
21 H 2.456202 1.472426 1.533761
22 H 4.604001 0.342663 2.048030
23 H 4.696361 -2.160914 2.133004
24 H 2.743236 -3.486803 1.292443
25 H 0.687101 -2.315069 0.523340
26 H -0.620191 -2.284504 1.986368
27 H -2.936783 -3.113107 2.200074
28 C 1.835227 3.650934 -0.262585
29 C 1.371759 2.499253 -1.058848
30 C 0.254190 1.668804 -0.896913
31 C 0.259692 0.737722 -1.984495
32 C 1.429600 1.000393 -2.750943
33 N 2.085613 2.058503 -2.130111
34 C 1.617889 0.472759 -4.018897
35 C 0.605882 -0.347225 -4.544252
36 C -0.511728 -0.689347 -3.751541
37 Cl -1.750030 -1.679441 -4.414948
38 C -0.656184 -0.220059 -2.437195
39 H 1.060290 3.888746 0.475323
40 H 2.775820 3.416546 0.261917
41 H 2.009984 4.537472 -0.891189
42 H -0.632633 1.913978 -0.324110
43 H 2.963088 2.466802 -2.429738
44 H 2.502998 0.742611 -4.592691
45 H 0.655629 -0.722617 -5.561144
46 H -1.467977 -0.557336 -1.793457

Atoms 1-2, force components in eV/Å:
C -0.159 -0.198 0.104
C 0.003 0.096 -0.062

Which formula does entry 2 have? C23H21ClN

Look up the energy of the first one. -3756.7387 hartree